1.
The following is a quantum chemistry calculation of a molecular structure, C3NS at a distorted geometry, from OMol25.

Its spin multiplicity is 3. The calculated total energy is -566.5740 hartree. Its charge is +1. For the LUMO energy (alpha / beta), the calculation gives -7.470 / -9.280 eV. For the HOMO energy (alpha / beta), the calculation gives -15.82 / -18.09 eV.

Positions of all 5 atoms, in Å:
C (1.49363, -0.42903, 0.05666)
C (0.23622, -0.88520, 0.05490)
C (0.67798, 0.60530, -0.17969)
N (-0.93641, 1.04808, 0.12949)
S (-1.47142, -0.33915, -0.06136)

Table of Mulliken atomic charges, one value per atom, all in e:
1. C 0.01
2. C 0.32
3. C 0.29
4. N -0.04
5. S 0.42

=====

2.
The following is a quantum chemistry calculation of a molecular structure, C3O9Zn2 at a distorted geometry, from OMol25.

Its spin multiplicity is 1. The calculated total energy is -4349.8680 hartree. Its charge is -2. For the LUMO energy, the calculation gives 3.885 eV. As for the energy relative to the best compared isomer or geometry (same formula, charge and spin): 27.7 kcal per mole. For the HOMO energy, the calculation gives 0.96 eV.

Positions of all 14 atoms, in Å:
Zn (0.20665, 2.49574, -0.80717)
Zn (0.41209, -0.35085, 0.23726)
C (0.02844, 1.75827, 1.71000)
O (0.96189, 1.46683, 0.92406)
O (-0.60658, 2.69101, 1.01651)
O (-0.69969, 0.74347, 1.64628)
C (0.79590, -2.85473, 0.68906)
O (0.31175, -3.66143, -0.18081)
O (1.69403, -1.97769, 0.39583)
O (-0.27201, -2.17346, 1.04925)
C (-0.81317, 0.38324, -1.98829)
O (-1.41240, 1.47567, -1.69244)
O (-0.97889, -0.67230, -1.31216)
O (0.37199, 0.67623, -1.68739)

Here are the Mulliken charges for atoms 1 to 8, given in e:
1. Zn 0.61
2. Zn 0.56
3. C 1.18
4. O -0.88
5. O -0.74
6. O -0.53
7. C 0.86
8. O -0.73

=====

3.
The following is a quantum chemistry calculation of 10 unconnected molecules or ions with the total composition C40H100O20 at a distorted geometry, from OMol25.

Its spin multiplicity is 1. The calculated total energy is -3088.3032 hartree. Its charge is 0. Its SMILES is COCCOC.COCCOC.COCCOC.COCCOC.COCCOC.COCCOC.COCCOC.COCCOC.COCCOC.COCCOC. For the LUMO energy, the calculation gives 0.352 eV. As for the energy relative to the best compared isomer or geometry (same formula, charge and spin): 45.3 kcal per mole. For the HOMO energy, the calculation gives -9.16 eV.

Positions of all 160 atoms, in Å:
C (14.08041, -6.51553, 15.60011)
O (14.36230, -7.62981, 14.77193)
C (13.73064, -7.57874, 13.51490)
C (12.27090, -7.94238, 13.52294)
O (12.01209, -9.26282, 13.94429)
C (10.71121, -9.59040, 13.50400)
H (14.25378, -5.55590, 15.10138)
H (14.76132, -6.50617, 16.45040)
H (13.05268, -6.62631, 15.95188)
H (14.24930, -8.32991, 12.90618)
H (13.90460, -6.69676, 12.88466)
H (11.92582, -7.82767, 12.48668)
H (11.74422, -7.20164, 14.14053)
H (10.00057, -8.78011, 13.72257)
H (10.40574, -10.49800, 14.01746)
H (10.60913, -9.65377, 12.41477)
C (4.49898, -5.70492, 12.54028)
O (4.97381, -7.04408, 12.64140)
C (4.83065, -7.77662, 11.44883)
C (6.08002, -7.87909, 10.57844)
O (7.19578, -8.29152, 11.32573)
C (8.43467, -8.06300, 10.73203)
H (3.60577, -5.69839, 11.91186)
H (5.23396, -5.06524, 12.04097)
H (4.33632, -5.33853, 13.54812)
H (4.03433, -7.34277, 10.83470)
H (4.56077, -8.79457, 11.74024)
H (6.25809, -6.85269, 10.21218)
H (5.91856, -8.48413, 9.68037)
H (8.48070, -8.35445, 9.67016)
H (9.09373, -8.83852, 11.13320)
H (8.90425, -7.08590, 10.87718)
C (16.38343, -0.98352, 9.17669)
O (15.85534, -1.02697, 10.47620)
C (15.52078, -2.29529, 11.00802)
C (14.21299, -2.83228, 10.41151)
O (14.16558, -2.89678, 9.01760)
C (12.93210, -3.41099, 8.52826)
H (17.21367, -1.68152, 9.04730)
H (16.61774, 0.04976, 8.92088)
H (15.63428, -1.21359, 8.41266)
H (15.38186, -2.20299, 12.08368)
H (16.39202, -2.94621, 10.86198)
H (13.43117, -2.15917, 10.79163)
H (14.00370, -3.80438, 10.88201)
H (12.57954, -4.27268, 9.09156)
H (13.01651, -3.65728, 7.47328)
H (12.26906, -2.54724, 8.64143)
C (2.22869, -9.64158, 15.28586)
O (3.52918, -9.94281, 14.85528)
C (3.58764, -11.21180, 14.25321)
C (5.00292, -11.73098, 14.26572)
O (5.89029, -10.99767, 13.46263)
C (7.17925, -11.52456, 13.40155)
H (1.74741, -10.48558, 15.80062)
H (1.53436, -9.51480, 14.43927)
H (2.19056, -8.74592, 15.89584)
H (3.22319, -11.20395, 13.22280)
H (3.00960, -11.95528, 14.81551)
H (4.96476, -12.77654, 13.91322)
H (5.41458, -11.83454, 15.27807)
H (7.20690, -12.47813, 12.84793)
H (7.57301, -11.74608, 14.40161)
H (7.82990, -10.83722, 12.86422)
C (12.12194, -6.86457, 9.28476)
O (11.52660, -8.07526, 9.78579)
C (11.57131, -9.09447, 8.82409)
C (10.57652, -10.26110, 8.91019)
O (10.40163, -10.79760, 10.17988)
C (9.51411, -11.86520, 10.27742)
H (11.43206, -6.59847, 8.48153)
H (13.16290, -6.97628, 8.97764)
H (12.04821, -6.15511, 10.10506)
H (12.54262, -9.60508, 8.92037)
H (11.55668, -8.71987, 7.79363)
H (10.96356, -10.96719, 8.15930)
H (9.60887, -9.96732, 8.47225)
H (8.51282, -11.74142, 9.83802)
H (9.27811, -12.20655, 11.28410)
H (9.88252, -12.73788, 9.72401)
C (8.45449, -13.21306, 5.48534)
O (8.26881, -14.04127, 6.60398)
C (7.09093, -13.82154, 7.36104)
C (7.06297, -14.82686, 8.48748)
O (8.08103, -14.43478, 9.38972)
C (8.16642, -15.22284, 10.52232)
H (9.00578, -12.28342, 5.64607)
H (7.50675, -13.01772, 4.96894)
H (9.00888, -13.82542, 4.76783)
H (6.15894, -13.94059, 6.79292)
H (7.19317, -12.81461, 7.77685)
H (7.28546, -15.85347, 8.17015)
H (6.03842, -14.83056, 8.88940)
H (7.42344, -15.04800, 11.31427)
H (9.13156, -15.20329, 11.04161)
H (8.09620, -16.31828, 10.39192)
C (15.64259, -10.06523, 8.65982)
O (15.90908, -8.68767, 8.79116)
C (15.74643, -8.22667, 10.12955)
C (16.24991, -6.77752, 10.17846)
O (16.03851, -6.15605, 11.42884)
C (16.72624, -6.79010, 12.48911)
H (14.58202, -10.28766, 8.81434)
H (16.21921, -10.71172, 9.32715)
H (15.90720, -10.31698, 7.63423)
H (16.26358, -8.84790, 10.86443)
H (14.66011, -8.30943, 10.26666)
H (15.64292, -6.23207, 9.45171)
H (17.28496, -6.67348, 9.83918)
H (16.48255, -6.23918, 13.39665)
H (17.81378, -6.80529, 12.36257)
H (16.36540, -7.80761, 12.64732)
C (3.09250, -14.38419, 8.12346)
O (3.35831, -13.64073, 9.30720)
C (2.69852, -12.37029, 9.34646)
C (3.19206, -11.60757, 10.57595)
O (4.33036, -10.83288, 10.26526)
C (5.54596, -11.55163, 10.09917)
H (2.35724, -13.89211, 7.49041)
H (2.67896, -15.35343, 8.42522)
H (4.04867, -14.64334, 7.66550)
H (1.62059, -12.54272, 9.43782)
H (2.97918, -11.82352, 8.44376)
H (3.37261, -12.31385, 11.38862)
H (2.40934, -10.88218, 10.80498)
H (5.62374, -11.65272, 9.00658)
H (5.57045, -12.59911, 10.40696)
H (6.39296, -10.97932, 10.46666)
C (12.27534, -17.53930, 6.37807)
O (13.10032, -17.32648, 7.48466)
C (12.43166, -16.85060, 8.64592)
C (11.97261, -15.40471, 8.62107)
O (13.14598, -14.62154, 8.86016)
C (12.83260, -13.32896, 9.33670)
H (11.72583, -16.65237, 6.03792)
H (11.56424, -18.35910, 6.52488)
H (12.92417, -17.76422, 5.53075)
H (13.13174, -16.98519, 9.46308)
H (11.52859, -17.47807, 8.68482)
H (11.15276, -15.17226, 9.31312)
H (11.51382, -15.05296, 7.68464)
H (12.51551, -12.72729, 8.47860)
H (13.76806, -12.88291, 9.68459)
H (12.17377, -13.28152, 10.20578)
C (9.44580, -5.14505, 3.24163)
O (8.64808, -4.40402, 4.12697)
C (9.33394, -3.37348, 4.81765)
C (10.28136, -3.88536, 5.91229)
O (9.68683, -4.51384, 7.02497)
C (9.04005, -5.73577, 6.75918)
H (8.85386, -5.82479, 2.63572)
H (10.18126, -5.77414, 3.76424)
H (10.07004, -4.49682, 2.61359)
H (8.51144, -2.89510, 5.35419)
H (9.87831, -2.70365, 4.14682)
H (10.81326, -3.02980, 6.33235)
H (11.05925, -4.45820, 5.38604)
H (8.15583, -5.66850, 6.12606)
H (8.77899, -6.17309, 7.72580)
H (9.72868, -6.45318, 6.28398)

Here are the Mulliken charges for atoms 1 to 8, given in e:
1. C -0.72
2. O -0.44
3. C -0.39
4. C 0.36
5. O -0.45
6. C -0.67
7. H 0.27
8. H 0.27

=====

4.
The following is a quantum chemistry calculation of 13 unconnected molecules or ions with the total composition C40H101F3O38S12 at a distorted geometry, from OMol25.

Its spin multiplicity is 1. The calculated total energy is -9521.1790 hartree. Its charge is 0. For the LUMO energy, the calculation gives -0.042 eV. As for the energy relative to the best compared isomer or geometry (same formula, charge and spin): 78.3 kcal per mole. For the HOMO energy, the calculation gives -10.61 eV.

Positions of all 194 atoms, in Å:
O (2.83909, 7.48345, -3.17467)
S (2.31399, 8.31571, -2.08498)
O (3.02861, 8.51712, -0.81136)
O (2.17910, 9.87404, -2.67626)
C (1.70019, 9.96931, -4.00741)
C (0.95885, 11.30300, -4.12246)
C (0.55227, 7.88108, -1.78199)
H (0.94763, 9.18827, -4.11575)
H (2.50368, 9.83575, -4.73175)
H (0.06673, 11.25158, -3.49832)
H (0.61430, 11.41412, -5.15058)
H (1.58819, 12.14614, -3.83759)
H (0.39265, 8.39406, -0.83358)
H (0.39796, 6.80291, -1.73907)
H (-0.05872, 8.32198, -2.56964)
O (10.97250, 1.25965, -5.09437)
S (10.66317, 0.94724, -3.68759)
O (11.75681, 0.60434, -2.74941)
O (9.78325, 2.19147, -3.03917)
C (9.30150, 2.14018, -1.76681)
C (9.95275, 3.23899, -0.91094)
C (9.43697, -0.46372, -3.61340)
H (9.43031, 1.14860, -1.33289)
H (8.23924, 2.38247, -1.79870)
H (9.59032, 4.14619, -1.39441)
H (11.03967, 3.31778, -0.88859)
H (9.58988, 3.18590, 0.11551)
H (9.63265, -1.14522, -2.78554)
H (9.40424, -0.93857, -4.59399)
H (8.46038, -0.03379, -3.39081)
O (-10.52984, 2.13506, -4.31813)
S (-10.18223, 1.10016, -5.28387)
O (-9.70851, 1.38579, -6.65222)
O (-9.09413, 0.00317, -4.63259)
C (-8.11682, -0.70350, -5.39947)
C (-7.00358, -1.20214, -4.41319)
C (-11.57993, -0.08878, -5.36991)
H (-7.62713, -0.12657, -6.18399)
H (-8.70362, -1.50318, -5.85144)
H (-6.17336, -1.68192, -4.93150)
H (-7.35205, -2.00467, -3.76311)
H (-6.68525, -0.39700, -3.75098)
H (-12.38014, 0.26094, -6.02217)
H (-11.92973, -0.24945, -4.35014)
H (-11.31677, -1.02733, -5.85772)
O (-4.14577, 5.37638, 0.76093)
S (-5.61360, 5.40884, 0.85782)
O (-6.22369, 4.45280, 1.72829)
O (-6.04561, 6.97877, 1.14444)
C (-5.44185, 8.08269, 0.53713)
C (-5.83666, 9.35380, 1.26472)
C (-6.32403, 5.19520, -0.83032)
H (-5.66952, 8.19486, -0.52292)
H (-4.35322, 8.06266, 0.58786)
H (-5.27895, 10.17563, 0.81566)
H (-5.58830, 9.33559, 2.32589)
H (-6.90337, 9.53300, 1.13018)
H (-7.35432, 5.54886, -0.86950)
H (-6.47110, 4.12867, -1.00058)
H (-5.75666, 5.75367, -1.57483)
O (7.39812, -6.17629, -0.17894)
S (6.95668, -6.73202, -1.44544)
O (5.78354, -6.20810, -2.18185)
O (8.26735, -6.69946, -2.50896)
C (7.99855, -7.12744, -3.81919)
C (9.34783, -7.18992, -4.53229)
C (6.86874, -8.56131, -1.20519)
H (7.27241, -6.49853, -4.33427)
H (7.51700, -8.10287, -3.88817)
H (10.12012, -7.64134, -3.90949)
H (9.71124, -6.20330, -4.81973)
H (9.33017, -7.90290, -5.35658)
H (6.09817, -8.62618, -0.43701)
H (7.83129, -8.81934, -0.76357)
H (6.59917, -9.12930, -2.09559)
O (0.40174, 0.77121, 7.95689)
S (0.55698, -0.47967, 7.27783)
O (-0.21445, -0.77756, 6.04692)
O (2.20239, -0.86043, 7.03906)
C (2.53641, -2.09472, 6.36048)
C (4.00268, -2.21897, 6.37640)
C (0.14525, -1.74318, 8.56067)
H (2.14543, -2.21498, 5.35013)
H (2.09180, -2.88397, 6.96669)
H (4.33614, -2.19202, 7.41378)
H (4.48535, -1.42230, 5.81034)
H (4.40226, -3.17683, 6.04333)
H (-0.56636, -1.30950, 9.26325)
H (1.04674, -1.92788, 9.14488)
H (-0.24770, -2.58732, 7.99398)
O (-7.57489, -7.54267, 1.33932)
S (-6.29773, -7.02267, 0.83306)
O (-6.10713, -6.54764, -0.56901)
O (-5.87461, -5.82770, 1.96479)
C (-5.88402, -6.00373, 3.37239)
C (-4.61449, -5.55954, 4.17409)
C (-4.94741, -8.19981, 1.20836)
H (-6.10658, -7.05410, 3.56023)
H (-6.68888, -5.41616, 3.81404)
H (-4.45109, -4.48464, 4.09680)
H (-3.70081, -6.06444, 3.86044)
H (-4.63569, -5.73535, 5.24961)
H (-4.14115, -7.55397, 1.55613)
H (-4.65280, -8.75836, 0.31992)
H (-5.18479, -8.91415, 1.99668)
O (9.98428, 4.43443, 6.66187)
S (11.09550, 3.56290, 6.34571)
O (11.80462, 2.95777, 7.43455)
O (10.57146, 2.43930, 5.24298)
C (11.16777, 1.12281, 5.19205)
C (10.57039, 0.49508, 3.91021)
C (12.38619, 4.29505, 5.26955)
H (10.93791, 0.49070, 6.04977)
H (12.25437, 1.14474, 5.10882)
H (10.80782, 1.01633, 2.98284)
H (9.48960, 0.42827, 4.03493)
H (10.78855, -0.56173, 3.75637)
H (12.85059, 5.14778, 5.76482)
H (11.79829, 4.59169, 4.40094)
H (13.06957, 3.52122, 4.91986)
O (-2.55987, 2.88329, -5.22265)
S (-2.04021, 1.88330, -6.22068)
O (-1.90436, 0.49239, -5.83966)
O (-2.97994, 1.86540, -7.56529)
C (-2.74616, 0.81439, -8.49683)
C (-3.83559, 0.93710, -9.58396)
C (-0.45853, 2.55042, -7.01805)
H (-2.85212, -0.10998, -7.92900)
H (-1.76457, 0.86788, -8.96767)
H (-4.86620, 0.77505, -9.26822)
H (-3.65828, 0.20017, -10.36728)
H (-3.79790, 1.90213, -10.08935)
H (-0.43809, 2.38780, -8.09566)
H (0.31751, 1.94645, -6.54785)
H (-0.45493, 3.61556, -6.78662)
O (1.66107, -11.06130, -1.53365)
S (0.25257, -11.19438, -1.17078)
O (-0.07907, -12.06519, -0.06155)
O (-0.34267, -9.70243, -0.82778)
C (0.06109, -8.63182, -1.77903)
C (0.06208, -7.31876, -0.96461)
C (-0.67795, -11.64544, -2.73581)
H (-0.71753, -8.57179, -2.53945)
H (1.03441, -8.86070, -2.21304)
H (-0.96649, -7.10591, -0.67337)
H (0.29080, -6.48515, -1.62861)
H (0.64040, -7.22279, -0.04568)
H (-0.72886, -10.77862, -3.39468)
H (-1.58897, -12.21842, -2.56315)
H (-0.02338, -12.38155, -3.20248)
O (-14.57783, -0.48273, 2.27958)
S (-14.06753, -1.82265, 1.91510)
O (-14.95726, -2.74781, 1.21354)
O (-12.56127, -1.78013, 1.17612)
C (-11.65848, -0.81819, 1.45508)
C (-10.33202, -1.51576, 1.94854)
C (-13.60089, -2.70671, 3.46324)
H (-12.00047, -0.04130, 2.13888)
H (-11.36020, -0.26440, 0.56488)
H (-9.95289, -2.21910, 1.20714)
H (-10.39172, -2.04369, 2.90028)
H (-9.56429, -0.77655, 2.17712)
H (-12.98859, -2.11768, 4.14606)
H (-13.14244, -3.60302, 3.04545)
H (-14.48091, -2.78284, 4.10189)
O (4.38949, 8.37421, 5.92861)
S (3.85246, 7.00662, 5.85024)
O (3.89718, 6.16660, 7.01038)
O (2.33818, 6.92087, 5.15673)
C (1.46429, 5.89982, 5.61727)
C (0.67980, 5.36362, 4.46185)
C (4.75498, 6.07510, 4.44423)
H (0.68098, 6.34973, 6.22728)
H (1.88628, 5.11799, 6.24874)
H (1.26092, 5.04810, 3.59534)
H (-0.04109, 6.09709, 4.10067)
H (0.15793, 4.45472, 4.76126)
H (4.75201, 6.77978, 3.61265)
H (4.15106, 5.22778, 4.11951)
H (5.80857, 5.94034, 4.68889)
C (-2.03575, -0.94992, 0.52419)
C (-0.80356, -0.00712, 0.41481)
O (0.56019, -0.61056, 0.41096)
C (1.64890, 0.18405, 0.19651)
O (1.55219, 1.39970, -0.08140)
C (3.01627, -0.50383, 0.44346)
F (3.73873, 0.37469, 1.18494)
F (2.92445, -1.71071, 1.09493)
F (3.69835, -0.71818, -0.67760)
H (-2.09048, -1.40724, 1.51210)
H (-2.01598, -1.70435, -0.26228)
H (-2.95816, -0.37115, 0.57210)
H (-0.71068, 0.58318, 1.32641)
H (-0.78727, 0.74752, -0.37154)

Here are the Mulliken charges for atoms 1 to 8, given in e:
1. O -0.62
2. S 1.17
3. O -0.59
4. O -0.29
5. C -0.22
6. C -1.16
7. C -0.82
8. H 0.32